The following is a quantum chemistry calculation of a single C6H10ClN2P molecule, from the OMol25 dataset.

The HOMO energy (alpha / beta) is -7.2 / -7.2 eV. As for the total charge: 0. As for the relative energy (zero: lowest compared OMol25 entry of this formula, charge and spin): 112.7 kJ/mol. The calculation puts the orbital gap (alpha / beta) at 6.933 / 6.908 eV.

Geometry (Å):
C (-0.23949, -0.01189, -0.02855)
C (-1.51914, 0.05458, -0.94645)
C (-2.45157, -0.82750, -0.13831)
C (-1.61836, -1.81842, 0.64557)
C (-0.38567, -1.02512, 0.85959)
C (2.48110, 2.40152, -0.14605)
N (0.73269, 0.90816, -0.21404)
N (1.95477, 1.00509, 0.01117)
P (3.20786, -0.15280, 0.39646)
Cl (2.20930, -1.86421, 0.09226)
H (-1.64973, 1.17517, -0.96958)
H (-1.32829, -0.30538, -1.94776)
H (-2.86980, -0.15495, 0.62235)
H (-3.24869, -1.34888, -0.80474)
H (-2.15303, -2.37340, 1.51868)
H (-1.38895, -2.66784, 0.03005)
H (0.33938, -1.19266, 1.67317)
H (3.54283, 2.34478, -0.07620)
H (2.28469, 2.76542, -1.13373)
H (2.10009, 3.08836, 0.55610)

***

The following is a quantum chemistry calculation of 2 unconnected molecules or ions with the total composition C4H12, from the OMol25 dataset.

The HOMO energy is -11.8 eV. As for the total charge: 0. As for the relative energy (zero: lowest compared OMol25 entry of this formula, charge and spin): 2.7 kJ/mol. The calculation puts the orbital gap at 12.940 eV.

Geometry (Å):
C (1.74664, 0.27461, 0.13154)
C (2.43616, 1.61989, -0.01189)
H (2.49181, -0.51074, 0.25882)
H (1.06681, 0.24914, 0.98692)
H (1.16529, 0.01167, -0.75492)
H (1.76065, 2.43752, -0.26436)
H (3.19340, 1.57891, -0.79152)
H (2.94312, 1.89249, 0.91753)
C (-1.62872, -1.53706, -0.11247)
C (-2.55128, -0.33480, -0.01563)
H (-0.98174, -1.52204, -0.98857)
H (-0.98081, -1.64657, 0.75707)
H (-2.21725, -2.46165, -0.17119)
H (-3.33794, -0.51793, 0.71410)
H (-3.04864, -0.11933, -0.96233)
H (-2.05749, 0.58586, 0.30689)

***

The following is a quantum chemistry calculation of a molecular structure, C15H29N3O4S, from the OMol25 dataset.

The HOMO energy is -8.6 eV. As for the total charge: 0. As for the relative energy (zero: lowest compared OMol25 entry of this formula, charge and spin): 1610.1 kJ/mol. The calculation puts the orbital gap at 9.154 eV.

Geometry (Å):
C (1.35944, 2.86408, 1.09065)
H (0.70432, 3.59674, 1.23738)
H (2.40862, 3.26472, 1.42902)
H (1.04920, 1.87994, 1.39818)
C (1.45209, 2.56492, -0.66165)
H (0.42207, 2.29309, -0.85943)
O (2.29093, 1.66941, -0.78527)
C (3.72073, 2.13362, -0.83794)
C (4.32404, 1.29100, 0.30075)
C (4.49493, -0.25452, -0.00001)
N (3.06669, -0.55887, -0.08853)
C (2.73976, -1.95759, -0.01222)
O (3.69829, -3.06017, 0.30637)
C (1.38697, -2.32808, -0.03828)
C (0.72901, -1.89595, -1.49326)
C (-0.80289, -2.32122, -1.29939)
N (-1.42811, -1.98630, -0.21034)
S (-1.92775, -0.26980, -0.18753)
O (-2.09490, 0.25771, -1.68268)
O (-0.99332, 0.66420, 0.55965)
N (-3.30332, -0.35626, 0.60485)
C (-3.85365, 1.02045, 1.35317)
H (-2.88406, 1.66053, 1.50522)
C (-4.66977, 1.55028, 0.24710)
H (-5.40409, 2.30374, 0.22032)
H (-3.90115, 2.11023, -0.61064)
C (-5.13432, 0.07198, -0.65701)
H (-4.90332, 0.48448, -1.75301)
H (-6.29668, 0.09819, -0.39834)
C (-4.33693, -0.96382, 0.03371)
H (-3.96392, -1.50195, -0.83169)
H (-5.02271, -1.50388, 0.54590)
H (-4.29436, 0.77153, 2.11866)
C (-0.92132, -2.38998, 0.97575)
C (0.54584, -1.96139, 1.13674)
H (0.70241, -0.60650, 1.22085)
H (1.00709, -2.31603, 1.88134)
H (-1.03232, -3.32756, 1.32442)
H (-1.50851, -1.74224, 1.79731)
H (-0.94627, -3.25065, -1.36890)
H (-1.13958, -1.92828, -2.13624)
H (0.63909, -0.71626, -1.15359)
H (1.17086, -2.31336, -2.20601)
H (1.26729, -3.65203, -0.05705)
H (2.32080, -0.04197, -0.50229)
H (5.15103, -0.85317, 0.75156)
H (5.07539, -0.42176, -0.90070)
H (5.51639, 1.49562, 0.61923)
H (3.82344, 1.45495, 1.20972)
H (3.71675, 3.24435, -0.43055)
H (4.29949, 1.96643, -1.70365)
H (1.68028, 3.76739, -1.00163)

***

The following is a quantum chemistry calculation of 5 unconnected molecules or ions with the total composition C18H42BNO15P, from the OMol25 dataset.

The HOMO energy is -4.3 eV. As for the total charge: -1. The calculation puts the orbital gap at 6.254 eV.

Geometry (Å):
N (-1.22049, 7.69257, -3.48848)
B (-1.63842, 6.28262, -3.61899)
O (-2.98268, 6.01959, -3.73054)
C (-0.63525, 5.06481, -3.71885)
C (-0.96905, 3.81430, -2.91580)
O (-0.26961, 2.75298, -3.49173)
P (0.19053, 3.05241, -5.20189)
O (-0.72935, 4.62230, -5.06177)
H (-0.34937, 7.79176, -4.00529)
H (-0.98394, 7.94221, -2.53195)
H (-3.07315, 5.25363, -4.30740)
H (0.39416, 5.38816, -3.46783)
H (-0.75906, 3.88924, -1.83571)
H (-2.05823, 3.63685, -3.04840)
H (0.96600, 1.84164, -5.21056)
H (-1.02268, 2.36047, -5.56877)
H (0.47192, 3.34536, -6.58635)
H (1.35434, 3.79790, -4.76018)
C (-2.67110, 2.30581, 3.53009)
C (-4.07590, 2.86178, 3.47293)
O (-4.15124, 4.02201, 2.63300)
C (-4.17290, 3.76035, 1.31891)
O (-4.18060, 2.65824, 0.82830)
O (-4.17891, 4.91148, 0.66736)
C (-4.13455, 4.79727, -0.76827)
H (-1.96438, 3.07497, 3.84313)
H (-2.62119, 1.47663, 4.23763)
H (-2.36814, 1.94109, 2.55039)
H (-4.40749, 3.20777, 4.45068)
H (-4.78153, 2.11284, 3.11338)
H (-4.93018, 4.14411, -1.12013)
H (-3.17276, 4.40333, -1.08540)
H (-4.26564, 5.80243, -1.15067)
C (1.94079, -3.17520, 3.67086)
C (1.43024, -1.88339, 4.26768)
O (0.90692, -0.99871, 3.26568)
C (-0.32924, -1.28114, 2.84188)
O (-1.02877, -2.17040, 3.26027)
O (-0.65204, -0.40684, 1.89902)
C (-1.94237, -0.60229, 1.30605)
H (2.66614, -2.97184, 2.88251)
H (2.42808, -3.77676, 4.43877)
H (1.12426, -3.75420, 3.24178)
H (2.23972, -1.31801, 4.72783)
H (0.66720, -2.06798, 5.02366)
H (-2.71305, -0.65564, 2.07223)
H (-1.95100, -1.51125, 0.70621)
H (-2.12161, 0.26089, 0.67119)
C (-2.58506, 0.12352, -2.91172)
C (-1.44304, -0.84078, -2.72215)
O (-1.90755, -2.19567, -2.48608)
C (-2.27970, -2.87992, -3.55345)
O (-2.24327, -2.52383, -4.70284)
O (-2.71285, -4.08725, -3.14361)
C (-3.17736, -4.92651, -4.19897)
H (-3.29044, 0.06331, -2.07915)
H (-2.18676, 1.13737, -2.97560)
H (-3.13071, -0.08756, -3.83156)
H (-0.87748, -0.59047, -1.82675)
H (-0.76305, -0.81646, -3.57134)
H (-2.42655, -5.01724, -4.98163)
H (-4.09600, -4.52872, -4.62917)
H (-3.36690, -5.89374, -3.74153)
C (8.06331, -6.90260, 4.55955)
C (7.06109, -6.91807, 3.42725)
O (6.08948, -5.86595, 3.55918)
C (6.50195, -4.65856, 3.17061)
O (7.58303, -4.39305, 2.70932)
O (5.50819, -3.79636, 3.37300)
C (5.81535, -2.43866, 3.03095)
H (7.55009, -6.94007, 5.52105)
H (8.72185, -7.76830, 4.48246)
H (8.67250, -6.00071, 4.52404)
H (6.46997, -7.83174, 3.43819)
H (7.55221, -6.83352, 2.45852)
H (6.19787, -2.37533, 2.01513)
H (6.54803, -2.03095, 3.72536)
H (4.87737, -1.89831, 3.11448)